# 1
22
Properties=species:S:1:pos:R:3 method="wB97M-V/def2-TZVPD" fmax_ev_per_a=2.72 charge=+1 e_above_lowest_kcal_mol=147.2 orbital_gap_ev=3.513
C 0.93 -1.76 -0.52
C -0.36 -1.26 0.04
C -0.18 -0.73 1.50
C -1.03 0.51 1.80
C -0.36 1.77 1.28
N 0.43 1.51 0.19
N 0.38 -0.05 -3.37
H 1.57 -0.88 -0.66
H 1.57 -2.45 0.09
H 0.90 -2.23 -1.50
H -0.61 -0.31 -0.49
H -0.45 -1.49 2.24
H 0.88 -0.34 1.54
H -2.00 0.36 1.27
H -1.30 0.56 2.86
H 0.20 2.18 2.15
H -1.23 2.45 1.08
H 0.96 2.36 -0.09
H 0.39 0.73 -2.71
H -0.43 0.02 -3.98
H 1.26 -0.08 -3.87
H -1.26 -1.91 0.09

# 2
9
Properties=species:S:1:pos:R:3 method="wB97M-V/def2-TZVPD" fmax_ev_per_a=2.04 spin_multiplicity=3 s2=2.0123 e_above_lowest_kcal_mol=0.0 orbital_gap_ev="7.336 / 8.173"
C -1.01 -0.84 -1.43
P 1.22 1.27 1.29
P -0.19 0.34 -0.20
Cl -1.45 -2.31 -0.68
Cl 0.01 -0.95 -2.80
H 0.84 0.39 2.26
H 2.45 0.67 1.15
H -0.85 1.55 -0.46
H -1.02 -0.12 0.87

# 3
39
Properties=species:S:1:pos:R:3 method="wB97M-V/def2-TZVPD" fmax_ev_per_a=0.31 charge=+1 orbital_gap_ev=7.717
Be -0.81 -0.06 0.09
C -3.09 -1.22 0.85
C -3.92 -0.30 0.22
C -3.65 1.05 0.31
C -2.56 1.50 1.05
C -1.77 0.60 1.76
C -2.02 -0.79 1.64
H -3.27 -2.29 0.74
H -4.77 -0.65 -0.35
H -4.27 1.77 -0.21
H -2.34 2.56 1.10
H -1.01 0.97 2.44
H -1.46 -1.51 2.21
C -1.78 -0.02 -3.91
C -0.47 0.00 -4.37
C 0.57 0.01 -3.46
C 0.29 -0.01 -2.10
C -1.03 -0.03 -1.60
C -2.05 -0.03 -2.55
C 1.34 -0.01 -1.06
C 2.71 0.15 -1.33
C 3.59 0.17 -0.30
C 3.15 0.01 1.04
C 4.04 -0.01 2.13
C 3.59 -0.20 3.40
C 2.21 -0.38 3.62
C 1.32 -0.36 2.58
C 1.77 -0.15 1.26
N 0.88 -0.13 0.20
H -2.60 -0.02 -4.62
H -0.26 0.00 -5.43
H 1.59 0.02 -3.83
H -3.09 -0.04 -2.24
H 3.04 0.26 -2.35
H 4.65 0.31 -0.48
H 5.10 0.13 1.93
H 4.27 -0.22 4.23
H 1.84 -0.56 4.62
H 0.27 -0.53 2.77

# 4
18
Properties=species:S:1:pos:R:3 method="wB97M-V/def2-TZVPD" fmax_ev_per_a=4.27 charge=+1 e_above_lowest_kcal_mol=28.2 orbital_gap_ev=9.542
C -0.86 0.98 0.47
C 0.51 0.59 0.86
C 1.13 -0.23 -0.27
N 0.70 -0.11 -1.51
N 2.21 -0.96 0.01
S -2.74 -1.72 0.20
S -0.82 -2.36 0.75
H -1.36 0.14 0.03
H -1.55 1.34 1.14
H -0.99 1.81 -0.18
H 0.39 -0.20 1.70
H 1.16 1.39 1.26
H -0.12 0.60 -1.73
H 1.22 -0.57 -2.25
H 2.69 -1.01 0.97
H -1.09 -3.54 0.89
H 2.85 -1.43 -0.68
H -2.71 -2.10 -1.09

# 5
57
Properties=species:S:1:pos:R:3 method="wB97M-V/def2-TZVPD" fmax_ev_per_a=1.19 charge=-1 e_above_lowest_kcal_mol=27.8 orbital_gap_ev=7.645
Be 0.06 -0.04 0.40
C -3.14 -5.55 -0.70
C -2.34 -5.07 0.33
C -1.69 -3.86 0.19
C -1.81 -3.12 -0.98
C -2.62 -3.60 -2.00
C -3.28 -4.82 -1.86
P -0.89 -1.56 -1.09
C -1.69 -0.64 -2.44
C -3.01 -0.21 -2.25
C -3.63 0.56 -3.22
C -2.95 0.94 -4.37
C -1.63 0.53 -4.55
C -1.01 -0.26 -3.59
C 0.70 -2.09 -1.80
C 0.80 -3.06 -2.76
C 2.05 -3.39 -3.31
C 3.17 -2.75 -2.87
C 3.11 -1.78 -1.84
C 4.27 -1.16 -1.34
C 4.17 -0.31 -0.28
C 2.92 -0.02 0.30
C 1.72 -0.51 -0.17
C 1.85 -1.43 -1.27
H -3.66 -6.50 -0.58
H -2.24 -5.64 1.25
H -1.08 -3.47 1.01
H -2.74 -3.02 -2.91
H -3.92 -5.18 -2.66
H -3.54 -0.48 -1.34
H -4.65 0.89 -3.06
H -3.43 1.55 -5.11
H -1.09 0.83 -5.43
H 0.02 -0.56 -3.73
H -0.09 -3.56 -3.12
H 2.12 -4.15 -4.08
H 4.14 -2.99 -3.28
H 5.23 -1.39 -1.80
H 5.07 0.15 0.13
H 2.93 0.61 1.19
N -0.54 1.31 3.54
C -1.10 0.45 2.66
O -0.29 -0.21 1.92
C -2.50 0.28 2.65
C -3.29 1.04 3.53
N -3.90 1.67 4.29
C -3.12 -0.63 1.76
N -3.66 -1.35 1.04
H -1.13 1.97 4.02
H 0.39 1.61 3.30
F 0.16 3.37 -2.19
Te 0.86 2.50 -0.70
F 2.50 3.36 -0.69
F 0.18 4.05 0.10
F 1.67 1.46 -2.02
F 1.34 2.16 1.11
O -0.49 1.34 -0.40

# 6
131
Properties=species:S:1:pos:R:3 method="wB97M-V/def2-TZVPD" fmax_ev_per_a=3.67 orbital_gap_ev=9.379
C 3.38 -1.07 2.19
C 2.75 -2.00 1.03
C 2.31 -1.09 -0.23
C 2.09 -2.05 -1.51
C 0.63 -1.86 -2.19
C -0.42 -2.99 -1.68
C -1.39 -2.34 -0.58
C -2.13 -3.40 0.36
C -1.38 -3.73 1.74
C -1.01 -2.45 2.62
C -2.18 -1.36 2.75
C -1.58 0.05 2.25
C -2.66 1.08 1.70
C -3.51 0.53 0.46
O -3.51 1.45 -0.70
C -2.46 1.09 -1.59
O -1.25 1.30 -1.39
H 4.35 -0.59 1.82
H 3.56 -1.75 3.09
H 2.63 -0.26 2.51
H 1.85 -2.60 1.40
H 3.55 -2.71 0.62
H 3.16 -0.37 -0.50
H 1.40 -0.44 0.02
H 2.85 -1.74 -2.30
H 2.24 -3.11 -1.15
H 0.82 -1.98 -3.32
H 0.29 -0.81 -1.92
H 0.10 -3.93 -1.30
H -1.07 -3.21 -2.60
H -0.81 -1.54 -0.04
H -2.22 -1.82 -1.19
H -2.16 -4.39 -0.23
H -3.21 -3.12 0.58
H -2.07 -4.43 2.33
H -0.40 -4.29 1.53
H -0.03 -2.00 2.26
H -0.82 -2.84 3.68
H -3.15 -1.66 2.24
H -2.41 -1.21 3.87
H -1.09 0.55 3.17
H -0.72 -0.11 1.51
H -3.39 1.36 2.53
H -2.11 2.01 1.34
H -4.60 0.49 0.79
H -3.19 -0.50 0.09
H -2.73 0.60 -2.59
O -1.27 0.49 5.22
H -1.98 0.45 5.87
H -0.86 1.35 5.37
O 0.15 0.64 -4.41
H -0.54 0.59 -3.74
H 0.56 1.51 -4.25
O -4.26 2.96 -3.66
H -3.34 2.87 -3.95
H -4.21 2.88 -2.70
O 3.40 0.64 -5.72
H 2.55 0.26 -5.44
H 3.19 1.57 -5.90
O -2.12 -4.32 5.06
H -2.21 -3.62 5.72
H -1.52 -4.95 5.47
O 0.71 1.83 -6.90
H 0.20 1.07 -6.59
H 0.12 2.58 -6.73
O -4.51 -0.17 4.77
H -5.00 -0.80 4.23
H -4.33 0.56 4.17
O 1.70 0.73 4.47
H 0.85 0.36 4.75
H 1.50 1.65 4.27
O -1.11 -4.63 7.60
H -0.71 -3.98 8.20
H -1.30 -5.39 8.16
O 0.79 4.16 -4.76
H 1.63 3.96 -5.20
H 0.45 4.93 -5.24
O 0.94 7.25 -6.04
H 0.93 7.80 -5.25
H 0.09 7.44 -6.47
O 0.50 -6.16 -1.80
H 0.35 -6.28 -2.75
H 1.32 -5.64 -1.76
O 3.62 -4.67 1.74
H 4.41 -4.70 2.28
H 2.93 -4.36 2.35
O -0.01 3.17 0.90
H -0.52 2.54 0.37
H 0.17 3.89 0.29
O 3.36 -6.38 -1.80
H 3.75 -5.74 -1.19
H 3.17 -7.15 -1.25
O 1.46 3.14 5.68
H 1.36 3.85 6.33
H 2.06 2.51 6.09
O 3.01 -4.36 4.64
H 3.41 -3.74 5.26
H 2.82 -5.14 5.17
O 2.92 9.07 -7.40
H 3.74 8.65 -7.65
H 2.48 8.43 -6.82
O -1.90 -1.50 -4.08
H -1.06 -1.71 -4.53
H -2.24 -0.75 -4.57
O -6.12 0.62 2.96
H -6.14 1.19 3.73
H -6.97 0.79 2.52
O 3.17 4.04 -3.54
H 3.96 4.01 -3.00
H 2.48 4.35 -2.94
O 1.90 6.15 6.58
H 2.74 5.94 6.16
H 1.56 6.90 6.06
O 3.02 7.65 -4.45
H 3.96 7.49 -4.29
H 2.63 6.77 -4.43
O -1.84 5.34 -6.27
H -2.35 4.58 -5.96
H -2.42 6.09 -6.10
O -8.21 -0.99 1.80
H -7.38 -1.43 1.57
H -8.65 -1.61 2.40
O 0.82 -7.71 1.07
H 0.32 -8.32 0.52
H 0.99 -6.96 0.48
O 2.58 2.70 -1.12
H 1.92 1.99 -1.04
H 2.80 2.92 -0.21
O 4.96 0.84 -0.30
H 5.79 0.64 -0.74
H 4.62 1.60 -0.78

# 7
16
Properties=species:S:1:pos:R:3 method="wB97M-V/def2-TZVPD" fmax_ev_per_a=1.34 e_above_lowest_kcal_mol=96.9 orbital_gap_ev="8.330 / 8.331"
C 0.26 1.47 0.04
N -0.62 2.48 -0.38
C -0.55 -0.83 -0.71
C 0.08 -1.68 0.28
C -0.16 -2.99 0.33
O 0.23 1.07 1.38
O 1.62 1.66 -0.30
N -0.36 0.42 -0.89
H 1.07 1.35 1.77
H 1.62 2.33 -0.99
H -1.11 2.90 0.41
H -1.07 1.42 -1.17
H -1.23 -1.31 -1.42
H 0.75 -1.21 0.99
H 0.29 -3.62 1.08
H -0.82 -3.48 -0.39

# 8
79
Properties=species:S:1:pos:R:3 method="wB97M-V/def2-TZVPD" fmax_ev_per_a=1.26 spin_multiplicity=2 s2=0.7556 e_above_lowest_kcal_mol=24.8 orbital_gap_ev="7.003 / 7.509"
Ta -0.08 -0.81 -0.15
S 0.85 -4.34 -3.06
Sb -0.11 -4.17 -1.08
S 1.42 -2.57 0.17
S -1.71 -2.03 -1.56
N -2.07 2.56 0.82
C -1.83 1.50 0.07
O -1.93 0.34 0.56
C -1.41 1.65 -1.36
C -0.08 0.89 -1.60
H -2.22 2.43 1.81
H -1.89 3.49 0.47
H -1.35 2.70 -1.65
H -2.20 1.18 -1.95
H 0.76 1.56 -1.43
H -0.04 0.56 -2.64
F 5.38 2.96 1.13
C 4.72 3.29 2.25
C 3.47 2.74 2.48
C 2.82 3.14 3.63
F 1.60 2.68 3.93
C 3.40 4.02 4.53
F 2.75 4.38 5.64
C 4.65 4.54 4.28
F 5.21 5.39 5.13
C 5.33 4.18 3.12
F 6.54 4.67 2.87
Ge 2.73 1.58 1.07
S 0.85 0.66 1.65
C 2.59 2.87 -0.43
C 1.59 3.82 -0.37
F 0.74 3.81 0.68
C 1.38 4.77 -1.34
F 0.37 5.64 -1.24
C 2.23 4.81 -2.44
F 2.05 5.72 -3.38
C 3.27 3.90 -2.52
F 4.10 3.94 -3.56
C 3.44 2.95 -1.53
F 4.47 2.12 -1.65
C 3.99 0.16 0.60
C 5.05 -0.25 1.38
F 5.34 0.39 2.52
C 5.85 -1.32 1.03
F 6.87 -1.69 1.80
C 5.58 -2.02 -0.14
F 6.33 -3.05 -0.48
C 4.51 -1.65 -0.94
F 4.23 -2.33 -2.04
C 3.74 -0.57 -0.55
F 2.68 -0.24 -1.30
C -1.82 -2.55 1.97
Si -3.32 -3.06 0.96
C -4.83 -2.51 1.93
C -3.34 -4.93 0.73
C -3.34 -2.12 -0.69
Si -4.61 -2.53 -2.05
C -6.34 -2.42 -1.33
C -4.29 -4.23 -2.77
C -4.45 -1.23 -3.39
H -1.99 -2.82 3.02
H -1.67 -1.46 1.99
H -0.89 -3.05 1.69
H -4.88 -3.04 2.88
H -5.76 -2.69 1.40
H -4.77 -1.44 2.15
H -2.61 -5.40 1.38
H -3.11 -5.23 -0.29
H -4.32 -5.33 0.98
H -3.54 -1.08 -0.40
H -6.61 -3.32 -0.76
H -7.06 -2.32 -2.14
H -6.45 -1.56 -0.67
H -4.53 -5.03 -2.06
H -3.25 -4.35 -3.07
H -4.91 -4.38 -3.65
H -4.64 -0.23 -2.99
H -5.18 -1.41 -4.18
H -3.46 -1.23 -3.85